Molecular formula: C57H65Br2Cl11F4NO5S2
Method: DFT, ωB97M-V with the def2-TZVPD basis set

```
! RIJCOSX wB97M-V def2-TZVPD def2/J DEFGRID3
* xyz 1 1
C -0.810 4.138 -1.953
C -1.103 2.715 -1.478
S -0.365 1.430 -2.567
C 0.568 0.448 -1.325
C -0.378 -0.453 -0.498
C -0.405 -0.211 1.060
C -1.402 -1.373 1.410
C -1.575 -1.733 2.894
C -0.796 -0.854 3.873
C -1.238 0.624 3.955
F 0.579 -1.021 3.769
N -1.473 -2.445 0.312
C -2.812 -2.560 -0.326
C -3.473 -1.417 -1.106
C -4.458 -0.526 -0.296
C -5.135 0.453 -1.277
S -6.364 -0.338 -2.321
O -6.758 -1.599 -1.810
O -7.408 0.574 -2.565
Cl -5.385 -0.559 -4.131
C -1.057 -3.862 0.741
C -2.054 -4.988 1.069
C -2.575 -5.214 2.493
F -1.601 -5.270 3.411
Br -4.098 -4.121 3.010
C -3.121 -6.713 2.464
F -4.044 -6.880 1.543
F -2.130 -7.568 2.374
Br -3.998 -7.121 4.196
C -0.280 -2.026 -0.551
C 1.099 -2.252 0.092
C 1.888 -3.464 -0.342
O 1.572 -4.367 -1.052
C -0.466 -2.336 -2.062
C 0.798 -2.310 -2.965
C 0.610 -1.478 -4.275
C 1.275 -2.237 -5.430
C 1.113 -1.539 -6.774
O 1.739 -0.254 -6.657
C 1.714 0.413 -7.870
C 0.408 0.949 -8.436
O 2.724 0.608 -8.440
H -1.201 4.359 -2.948
H -1.356 4.808 -1.275
H 0.238 4.423 -1.856
H -2.179 2.568 -1.348
H -0.656 2.616 -0.483
H 1.443 -0.031 -1.761
H 0.958 1.207 -0.640
H -1.349 -0.011 -0.728
H -1.010 0.688 1.174
H 0.537 -0.149 1.598
H -2.327 -0.822 1.227
H -2.620 -1.580 3.168
H -1.353 -2.765 3.185
H -1.045 -1.286 4.849
H -1.256 0.908 5.006
H -0.436 1.225 3.498
H -2.182 0.786 3.435
H -2.760 -3.406 -1.009
H -3.509 -2.777 0.489
H -2.864 -0.740 -1.707
H -4.139 -1.897 -1.833
H -3.943 0.113 0.432
H -5.191 -1.133 0.240
H -4.386 0.961 -1.888
H -5.638 1.219 -0.683
H -0.555 -4.247 -0.148
H -0.374 -3.824 1.585
H -1.486 -5.910 0.878
H -2.918 -5.113 0.414
H 1.048 -2.362 1.185
H 1.772 -1.399 -0.026
H 2.942 -3.479 0.017
H -1.212 -1.711 -2.550
H -0.856 -3.364 -2.129
H 0.996 -3.328 -3.305
H 1.717 -1.990 -2.469
H -0.451 -1.325 -4.494
H 1.120 -0.527 -4.104
H 2.342 -2.342 -5.203
H 0.871 -3.251 -5.535
H 1.639 -2.145 -7.525
H 0.058 -1.507 -7.069
H -0.438 0.301 -8.198
H 0.490 1.030 -9.515
H 0.254 1.926 -7.971
Cl -6.453 0.746 4.123
C -5.580 1.562 5.375
C -4.516 0.963 6.032
Cl -3.987 -0.635 5.633
C -3.845 1.649 7.035
C -4.236 2.932 7.380
C -5.298 3.533 6.720
C -5.969 2.849 5.719
H -3.016 1.181 7.550
H -3.712 3.462 8.164
H -5.605 4.537 6.985
H -6.797 3.319 5.207
Cl 1.731 6.096 -2.920
C 2.212 4.981 -4.152
C 2.968 5.377 -5.249
Cl 3.489 7.011 -5.452
C 3.322 4.444 -6.217
C 2.925 3.123 -6.084
C 2.176 2.730 -4.983
C 1.820 3.657 -4.022
H 3.907 4.748 -7.074
H 3.202 2.396 -6.835
H 1.869 1.696 -4.877
H 1.235 3.347 -3.167
Cl 2.826 1.945 1.233
C 3.791 1.698 2.653
C 3.238 1.723 3.925
Cl 1.547 1.991 4.171
C 4.046 1.526 5.035
C 5.404 1.304 4.874
C 5.957 1.276 3.601
C 5.151 1.473 2.492
H 3.617 1.547 6.027
H 6.031 1.153 5.742
H 7.016 1.100 3.472
H 5.582 1.452 1.501
Cl 4.997 -7.930 4.126
C 3.598 -7.776 3.127
C 3.537 -6.853 2.092
Cl 4.859 -5.803 1.723
C 2.390 -6.755 1.317
C 1.306 -7.578 1.575
C 1.367 -8.506 2.606
C 2.511 -8.603 3.380
H 2.331 -6.023 0.521
H 0.411 -7.498 0.969
H 0.523 -9.153 2.807
H 2.558 -9.325 4.184
Cl 2.981 6.258 0.892
C 3.444 7.909 0.657
C 4.041 8.650 1.667
Cl 4.372 7.971 3.222
C 4.389 9.974 1.439
C 4.145 10.555 0.205
C 3.553 9.811 -0.806
C 3.203 8.491 -0.579
H 4.852 10.554 2.225
H 4.417 11.588 0.033
H 3.363 10.261 -1.772
H 2.740 7.913 -1.368
*
```

Computed properties:
- gap between HOMO and LUMO (eV) = 8.38

These are the Löwdin partial charges, in e, on atoms 1 to 5: number 1, C, carries -0.1790; number 2, C, carries -0.4941; number 3, S, carries 0.8966; number 4, C, carries -0.3890; number 5, C, carries -0.2859

=====

Molecular formula: C57H77AsBrN3O6SeY
Method: DFT, ωB97M-V with the def2-TZVPD basis set

```
! RIJCOSX wB97M-V def2-TZVPD def2/J DEFGRID3
* xyz -1 1
Y 1.872 0.126 0.008
C -5.630 2.631 0.875
C -4.688 3.502 1.707
C -5.180 3.484 3.162
C -4.764 4.939 1.170
C -3.247 3.002 1.641
C -2.852 1.880 0.937
C -1.522 1.497 0.897
Se -1.101 -0.066 -0.135
C -1.141 -1.400 1.251
C -2.317 -2.094 1.469
C -2.400 -3.081 2.440
C -1.244 -3.340 3.174
C -0.040 -2.675 2.980
C 0.038 -1.660 1.985
O 1.151 -1.024 1.742
C 1.200 -3.011 3.815
C 1.662 -1.766 4.589
C 2.332 -3.517 2.908
C 0.918 -4.109 4.846
C -3.717 -3.827 2.655
C -3.611 -4.885 3.755
C -4.816 -2.832 3.058
C -4.131 -4.534 1.356
C -0.468 2.203 1.534
O 0.776 1.859 1.335
C -0.897 3.303 2.349
C -2.239 3.667 2.334
C 0.002 4.166 3.252
C 0.138 5.572 2.646
C 1.407 3.607 3.457
C -0.620 4.282 4.655
H -6.649 3.022 0.941
H -5.339 2.622 -0.177
H -5.642 1.601 1.238
H -6.210 3.847 3.223
H -5.144 2.469 3.562
H -4.560 4.117 3.800
H -5.792 5.311 1.213
H -4.135 5.615 1.752
H -4.426 4.976 0.132
H -3.567 1.276 0.393
H -3.180 -1.851 0.858
H -1.281 -4.109 3.932
H 1.872 -0.945 3.906
H 0.883 -1.444 5.286
H 2.564 -1.993 5.168
H 2.610 -2.767 2.171
H 3.211 -3.769 3.512
H 2.022 -4.418 2.374
H 0.139 -3.810 5.552
H 0.613 -5.042 4.365
H 1.829 -4.309 5.415
H -3.349 -4.436 4.716
H -4.572 -5.391 3.871
H -2.860 -5.639 3.510
H -4.549 -2.326 3.988
H -4.958 -2.068 2.291
H -5.769 -3.349 3.204
H -3.360 -5.243 1.048
H -5.070 -5.077 1.495
H -4.269 -3.819 0.543
H -2.524 4.537 2.914
H 0.604 5.516 1.659
H -0.835 6.053 2.528
H 0.759 6.206 3.286
H 1.953 3.598 2.521
H 1.948 4.234 4.173
H 1.368 2.588 3.844
H -1.593 4.775 4.649
H -0.748 3.290 5.093
H 0.041 4.864 5.304
C 3.336 3.045 -1.353
C 3.921 1.863 -2.178
N 4.069 0.642 -1.397
C 5.324 0.540 -0.651
C 5.172 -0.026 0.771
N 3.940 0.384 1.453
C 3.960 1.709 2.064
C 3.963 2.811 1.013
N 2.939 2.625 -0.015
H 2.448 3.414 -1.864
H 4.050 3.876 -1.310
H 4.871 2.165 -2.638
H 3.237 1.622 -2.991
H 3.946 -0.145 -2.034
H 5.787 1.526 -0.614
H 6.046 -0.097 -1.176
H 6.058 0.265 1.354
H 5.143 -1.109 0.711
H 3.712 -0.313 2.155
H 4.839 1.850 2.710
H 3.067 1.792 2.679
H 4.938 2.851 0.529
H 3.854 3.774 1.526
H 2.055 3.017 0.292
O 3.046 -1.019 -3.529
C 1.871 -0.945 -3.155
O 1.444 -0.202 -2.201
C 0.824 -1.740 -3.895
C 1.058 -2.106 -5.216
C 0.089 -2.795 -5.934
C -1.110 -3.139 -5.322
C -1.335 -2.795 -3.995
C -0.373 -2.092 -3.285
H 2.008 -1.841 -5.663
H 0.269 -3.066 -6.967
H -1.868 -3.677 -5.878
H -2.262 -3.074 -3.511
H -0.527 -1.835 -2.246
Br 5.722 -7.962 -1.703
C 4.746 -6.363 -1.351
C 3.391 -6.451 -1.074
C 2.681 -5.287 -0.827
C 3.325 -4.056 -0.834
C 4.683 -3.994 -1.112
C 5.406 -5.149 -1.382
C 2.541 -2.791 -0.564
O 1.317 -2.807 -0.721
O 3.216 -1.773 -0.194
H 2.902 -7.416 -1.059
H 1.617 -5.304 -0.628
H 5.170 -3.027 -1.122
H 6.462 -5.108 -1.612
C -0.697 4.204 -3.982
As 0.009 2.553 -3.162
C 1.035 2.016 -4.748
C -1.584 1.384 -3.360
C -2.156 1.304 -4.736
C -1.695 0.346 -5.641
C -2.206 0.283 -6.928
C -3.188 1.174 -7.341
C -3.661 2.126 -6.448
C -3.149 2.187 -5.159
H -1.168 4.018 -4.947
H 0.132 4.900 -4.118
H -1.422 4.662 -3.307
H 0.444 2.090 -5.661
H 1.401 0.997 -4.635
H 1.895 2.684 -4.829
H -2.310 1.759 -2.637
H -1.249 0.405 -3.016
H -0.936 -0.362 -5.327
H -1.835 -0.474 -7.609
H -3.588 1.122 -8.347
H -4.434 2.820 -6.753
H -3.530 2.927 -4.463
*
```

Computed properties:
- gap between HOMO and LUMO (eV) = 6.93

These are the Löwdin partial charges, in e, on atoms 1 to 5: number 1, Y, carries 1.4873; number 2, C, carries -0.0708; number 3, C, carries -0.5613; number 4, C, carries -0.0515; number 5, C, carries -0.0535

=====

Maximum force list, top to bottom, in Eh/bohr: 0.0930, 0.0082
Electronic energy list, top to bottom, in eV: -382255.2740, -274396.2670
ΔE to the lowest compared entry with this formula, charge and spin list, top to bottom, in eV: 0.0000, 0.2417